<i>
Entry from the Open Molecules 2025 dataset: a cluster of 10 separate species, C18H56O10 in total (the ωB97M-V functional and the def2-TZVPD basis).

Values from the calculation:
Kohn-Sham gap ... 9.812 eV
SMILES ... CCO.CCO.CCO.CCO.CCO.CCO.CCO.CCO.CO.CO

Last column: Löwdin charge in e.
Cartesian coordinates (Å):
C (22.616, 0.187, 1.899)  -0.074
C (21.069, 0.047, 1.918)  -0.343
O (20.618, -0.612, 3.039)  -0.053
H (23.106, 0.556, 2.800)  0.067
H (22.847, 0.926, 1.132)  0.057
H (23.077, -0.766, 1.639)  0.071
H (20.691, -0.460, 1.030)  0.107
H (20.672, 1.062, 1.888)  0.089
H (19.805, -0.157, 3.269)  0.084
C (20.359, 0.655, -7.268)  -0.091
C (20.430, 1.280, -5.924)  -0.283
O (19.114, 1.249, -5.306)  -0.109
H (21.292, 0.792, -7.814)  0.082
H (19.579, 1.187, -7.813)  0.080
H (20.060, -0.392, -7.208)  0.080
H (20.606, 2.338, -6.123)  0.109
H (21.291, 1.005, -5.315)  0.115
H (18.827, 0.368, -5.053)  0.092
C (15.758, 1.302, -5.079)  -0.056
C (16.205, 2.668, -5.550)  -0.343
O (17.067, 2.572, -6.652)  -0.083
H (16.679, 0.720, -5.062)  0.053
H (15.192, 0.760, -5.836)  0.080
H (15.316, 1.302, -4.082)  0.058
H (16.745, 3.175, -4.750)  0.076
H (15.418, 3.376, -5.808)  0.112
H (17.828, 2.180, -6.218)  0.017
C (14.469, 3.549, -2.398)  -0.092
C (14.033, 2.711, -1.253)  -0.339
O (14.125, 1.377, -1.676)  -0.070
H (15.540, 3.569, -2.603)  0.051
H (14.246, 4.563, -2.067)  0.074
H (13.957, 3.380, -3.345)  0.085
H (13.017, 3.016, -1.002)  0.115
H (14.646, 2.907, -0.373)  0.098
H (13.850, 0.853, -0.920)  0.078
C (20.369, 5.929, -4.887)  -0.069
C (20.037, 6.912, -3.745)  -0.329
O (19.115, 7.848, -4.221)  -0.070
H (20.921, 6.437, -5.677)  0.073
H (19.481, 5.492, -5.343)  0.074
H (21.008, 5.093, -4.601)  0.056
H (20.939, 7.389, -3.360)  0.102
H (19.544, 6.418, -2.908)  0.084
H (18.940, 8.522, -3.560)  0.085
C (16.489, -0.683, 0.155)  -0.062
C (17.377, 0.635, 0.257)  -0.293
O (18.604, 0.388, -0.397)  -0.096
H (16.297, -0.980, -0.876)  0.067
H (15.551, -0.465, 0.666)  0.058
H (17.012, -1.517, 0.623)  0.064
H (17.525, 0.927, 1.296)  0.101
H (16.867, 1.479, -0.208)  0.084
H (19.079, 1.219, -0.321)  0.023
C (18.607, 2.961, -2.536)  -0.051
C (19.717, 3.655, -1.729)  -0.298
O (19.844, 2.997, -0.497)  -0.091
H (17.626, 2.930, -2.062)  0.047
H (18.982, 1.949, -2.694)  0.078
H (18.395, 3.536, -3.437)  0.062
H (19.567, 4.723, -1.576)  0.077
H (20.678, 3.664, -2.244)  0.101
H (20.576, 3.362, 0.006)  0.035
C (17.687, 6.263, 0.345)  -0.093
C (16.956, 4.936, 0.344)  -0.313
O (15.646, 5.131, 0.865)  -0.076
H (17.553, 6.827, 1.268)  0.076
H (17.291, 6.937, -0.414)  0.072
H (18.764, 6.146, 0.221)  0.064
H (17.440, 4.342, 1.118)  0.115
H (17.057, 4.535, -0.665)  0.090
H (15.202, 5.731, 0.262)  0.077
C (23.590, 5.001, -2.279)  -0.167
O (24.438, 4.627, -3.340)  -0.111
H (22.794, 5.652, -2.640)  0.068
H (23.242, 4.095, -1.782)  0.070
H (24.206, 5.558, -1.574)  0.078
H (24.359, 5.395, -3.911)  0.072
C (21.814, 3.703, 2.385)  -0.140
O (22.017, 3.822, 1.005)  -0.128
H (22.455, 4.470, 2.820)  0.085
H (20.785, 3.849, 2.714)  0.095
H (22.170, 2.764, 2.807)  0.064
H (22.927, 3.617, 0.778)  0.094

=====

<ii>
Entry from the Open Molecules 2025 dataset: a cluster of 10 separate species, C18H56O10 in total (the ωB97M-V functional and the def2-TZVPD basis).

Values from the calculation:
Kohn-Sham gap ... 9.701 eV
SMILES ... CC(C)O.CC(C)O.CC(C)O.CC(C)O.CO.CO.CO.CO.CO.CO

Last column: Löwdin charge in e.
Cartesian coordinates (Å):
C (4.210, -3.096, -0.624)  -0.056
C (4.761, -3.381, 0.766)  -0.493
C (3.935, -4.430, 1.495)  -0.062
O (6.136, -3.796, 0.717)  -0.058
H (3.143, -2.882, -0.562)  0.056
H (4.352, -3.967, -1.268)  0.087
H (4.712, -2.233, -1.063)  0.083
H (4.775, -2.470, 1.368)  0.132
H (2.892, -4.125, 1.606)  0.069
H (4.353, -4.613, 2.485)  0.077
H (3.950, -5.372, 0.937)  0.083
H (6.223, -4.443, 0.009)  0.081
C (-4.020, 2.644, -1.859)  -0.054
C (-4.891, 1.437, -2.180)  -0.499
C (-4.540, 0.212, -1.377)  -0.047
O (-6.279, 1.724, -1.950)  -0.045
H (-4.288, 3.471, -2.520)  0.082
H (-2.966, 2.388, -1.980)  0.056
H (-4.186, 2.998, -0.839)  0.076
H (-4.752, 1.217, -3.250)  0.129
H (-4.743, 0.386, -0.322)  0.078
H (-3.498, -0.064, -1.542)  0.062
H (-5.137, -0.630, -1.732)  0.086
H (-6.647, 2.144, -2.732)  0.087
C (-0.814, -0.191, -0.019)  -0.028
C (0.635, -0.310, -0.465)  -0.456
C (1.567, -0.687, 0.667)  -0.042
O (0.795, -1.327, -1.453)  -0.081
H (-1.247, -1.170, 0.197)  0.085
H (-1.407, 0.320, -0.781)  0.055
H (-0.891, 0.411, 0.892)  0.061
H (0.957, 0.642, -0.900)  0.120
H (1.254, -1.617, 1.144)  0.087
H (1.622, 0.108, 1.416)  0.066
H (2.583, -0.805, 0.287)  0.071
H (0.428, -1.029, -2.297)  0.056
C (-1.307, -0.429, 5.949)  -0.049
C (-0.546, 0.679, 5.254)  -0.468
C (0.032, 0.254, 3.920)  -0.063
O (-1.414, 1.802, 4.983)  -0.071
H (-1.405, -0.216, 7.016)  0.079
H (-0.802, -1.386, 5.837)  0.081
H (-2.312, -0.474, 5.533)  0.086
H (0.290, 1.049, 5.857)  0.138
H (0.608, 1.067, 3.480)  0.083
H (-0.751, -0.053, 3.223)  0.074
H (0.692, -0.598, 4.090)  0.088
H (-1.660, 2.217, 5.815)  0.104
C (-0.752, -4.369, -0.586)  -0.176
O (0.206, -4.071, -1.582)  -0.134
H (-1.545, -3.610, -0.538)  0.067
H (-1.230, -5.318, -0.828)  0.072
H (-0.297, -4.464, 0.407)  0.071
H (0.454, -3.141, -1.456)  0.023
C (-3.285, 1.672, 2.009)  -0.149
O (-2.166, 2.484, 2.352)  -0.147
H (-3.057, 0.611, 2.153)  0.075
H (-4.144, 1.930, 2.636)  0.084
H (-3.492, 1.868, 0.961)  0.042
H (-1.855, 2.202, 3.224)  0.022
C (-1.268, 0.610, -3.889)  -0.126
O (-0.894, -0.746, -3.666)  -0.120
H (-0.827, 1.200, -3.090)  0.058
H (-0.876, 0.982, -4.846)  0.088
H (-2.354, 0.726, -3.924)  0.071
H (-1.479, -1.312, -4.177)  0.097
C (3.341, 3.032, -0.331)  -0.136
O (2.840, 2.916, -1.646)  -0.142
H (3.093, 4.009, 0.100)  0.081
H (2.960, 2.236, 0.314)  0.071
H (4.426, 2.973, -0.393)  0.085
H (1.873, 2.943, -1.609)  0.034
C (3.009, -0.008, -3.683)  -0.161
O (3.820, 1.150, -3.604)  -0.129
H (1.988, 0.226, -4.027)  0.069
H (3.454, -0.668, -4.425)  0.078
H (2.935, -0.527, -2.723)  0.062
H (3.458, 1.708, -2.899)  0.022
C (-0.505, 3.646, -0.218)  -0.094
O (0.073, 2.999, -1.364)  -0.154
H (-1.405, 3.124, 0.103)  0.052
H (0.214, 3.605, 0.596)  0.084
H (-0.748, 4.689, -0.427)  0.090
H (-0.367, 3.321, -2.156)  0.086

=====

Stability, highest: <ii>

=====

<i>
Entry from the Open Molecules 2025 dataset: the molecule CH3Br2PS (the ωB97M-V functional and the def2-TZVPD basis).

Values from the calculation:
Kohn-Sham gap ... 8.070 eV
SMILES ... CSP(Br)Br

Last column: Löwdin charge in e.
Cartesian coordinates (Å):
C (1.526, 0.456, -0.943)  -0.192
S (-0.303, 0.460, 0.232)  0.233
P (-1.376, -1.012, 1.321)  -0.473
Br (-2.749, -1.731, -0.186)  0.147
Br (-2.600, 0.222, 2.405)  0.262
H (2.139, 0.783, -0.111)  -0.014
H (1.967, -0.495, -1.094)  0.002
H (1.396, 1.318, -1.624)  0.036

=====

<ii>
Entry from the Open Molecules 2025 dataset: a structure of composition CH3Br2PS (the ωB97M-V functional and the def2-TZVPD basis).

Values from the calculation:
Kohn-Sham gap ... 9.455 eV

Last column: Löwdin charge in e.
Cartesian coordinates (Å):
C (-1.284, -0.336, -0.286)  -1.482
P (1.864, -0.090, -0.105)  0.502
S (0.126, 0.428, 1.018)  0.279
Br (-2.835, 0.816, -0.149)  0.542
Br (-1.713, -2.118, 0.171)  0.600
H (-0.783, 0.018, -1.189)  -0.033
H (2.104, 1.220, -0.432)  -0.168
H (2.520, 0.062, 0.972)  -0.240

=====

Stability, highest: <i>

=====

<i>
Entry from the Open Molecules 2025 dataset: a cluster of 2 separate species, C3H3NO2S in total (the ωB97M-V functional and the def2-TZVPD basis).

Values from the calculation:
Kohn-Sham gap ... 9.854 eV
SMILES ... S[C@@H]1C=N1.O=C=O

Last column: Löwdin charge in e.
Cartesian coordinates (Å):
S (1.289, 1.549, 0.776)  0.739
C (1.088, -0.156, 0.466)  -0.682
C (1.185, -0.890, -0.790)  -0.148
N (-0.022, -0.831, -0.435)  0.138
H (1.812, 1.999, -0.405)  -0.126
H (1.190, -0.738, 1.350)  0.056
H (1.806, -1.030, -1.638)  0.100
O (-2.329, -0.047, 1.273)  0.195
C (-2.780, 0.055, 0.228)  -0.472
O (-3.238, 0.089, -0.826)  0.201

=====

<ii>
Entry from the Open Molecules 2025 dataset: the molecule C3H3NO2S (the ωB97M-V functional and the def2-TZVPD basis).

Values from the calculation:
Kohn-Sham gap ... 8.121 eV
SMILES ... S=C1C=NOCO1

Last column: Löwdin charge in e.
Cartesian coordinates (Å):
S (-1.906, -0.857, 1.978)  0.718
C (-0.915, -0.330, 0.703)  -0.721
C (-0.293, -1.235, -0.281)  -0.120
N (0.543, -1.038, -1.308)  0.135
O (0.911, 0.309, -1.339)  -0.092
C (0.632, 1.148, -0.219)  -0.234
O (-0.453, 0.938, 0.523)  -0.045
H (-0.747, -2.138, -0.080)  0.063
H (1.538, 1.157, 0.673)  0.204
H (0.688, 2.046, -0.649)  0.093

=====

<iii>
Entry from the Open Molecules 2025 dataset: the molecule C3H3NO2S (the ωB97M-V functional and the def2-TZVPD basis).

Values from the calculation:
Kohn-Sham gap ... 8.730 eV
SMILES ... O=C=N/C=C(/O)S

Last column: Löwdin charge in e.
Cartesian coordinates (Å):
O (4.727, 0.381, -0.043)  0.134
C (3.555, 0.267, -0.048)  -0.288
N (2.338, 0.151, 0.066)  0.108
C (1.048, -0.447, 0.054)  -0.135
C (-0.302, -0.115, -0.134)  -0.765
O (-1.270, -0.980, -0.075)  -0.017
S (-0.802, 1.587, -0.005)  0.795
H (1.263, -1.588, 0.216)  0.147
H (-2.048, -0.827, -0.672)  0.146
H (0.278, 2.033, 0.661)  -0.125

=====

Stability, highest: <i>

=====

<i>
Entry from the Open Molecules 2025 dataset: the molecule C3H3NO2S (the ωB97M-V functional and the def2-TZVPD basis).

Values from the calculation:
Kohn-Sham gap (spin up / spin down) ... 7.982 / 7.981 eV

Last column: Löwdin charge in e.
Cartesian coordinates (Å):
C (0.610, -0.139, -0.085)  -0.561
C (-0.681, -0.951, -0.068)  -0.185
C (-1.004, 1.242, 0.102)  -0.147
N (0.258, 1.208, -0.105)  0.108
O (3.059, 0.287, 0.059)  -0.573
O (-1.635, 0.043, 0.162)  -0.015
S (2.110, -0.795, 0.088)  0.935
H (-0.664, -1.487, -1.137)  0.176
H (-0.602, -1.620, 0.779)  0.121
H (-1.450, 2.211, 0.203)  0.141

=====

<ii>
Entry from the Open Molecules 2025 dataset: the molecule C3H3NO2S (the ωB97M-V functional and the def2-TZVPD basis).

Values from the calculation:
Kohn-Sham gap (spin up / spin down) ... 6.465 / 7.313 eV

Last column: Löwdin charge in e.
Cartesian coordinates (Å):
C (-0.290, -0.091, 0.357)  -0.483
C (0.802, -1.282, 0.261)  -0.374
C (0.283, 2.255, -0.072)  0.238
N (0.075, 1.125, 0.099)  0.034
O (-2.771, -0.048, -0.584)  -0.560
O (0.993, -1.025, -1.034)  -0.127
S (-1.827, -0.899, 0.140)  0.960
H (1.700, -0.935, 0.881)  0.125
H (0.297, -2.230, 0.465)  0.079
H (0.737, 3.130, -0.513)  0.108

=====

Stability, highest: <i>